No. 1
DFT (wB97M-V/def2-TZVPD) results for 2 unconnected molecules or ions with the total composition HINO in a non-equilibrium geometry.

Computed properties:
Charge ... -1
Energy relative to the best compared isomer or geometry (same formula, charge and spin) ... 95.2 kcal/mol
Orbital gap (alpha / beta) ... 5.939 / 6.739 eV
Strongest force on any atom ... 4.7 eV/Å
Calculated total energy ... -11650.03055 eV
Highest occupied orbital energy (alpha / beta) ... -0.0979 / -0.1188 hartree

Each atom is followed by the atoms it is bonded to, with distances in Å.
Atoms and positions in Å:
1 I -1.83 -0.21 0.79  N3 1.998
2 O 1.40 -0.13 -1.01  H4 0.894
3 N -0.14 0.81 1.14  I1 1.998
4 H 0.58 -0.47 -0.91  O2 0.894

Formally, the Mulliken partial charges of the atoms, in units of the elementary charge, are as follows:
1 I -0.14
2 O -0.63
3 N -0.45
4 H 0.22


No. 2
DFT (wB97M-V/def2-TZVPD) results for 2 unconnected molecules or ions with the total composition HN2O2S in a non-equilibrium geometry.

Computed properties:
Charge ... +1
Energy relative to the best compared isomer or geometry (same formula, charge and spin) ... 96.2 kcal/mol
Orbital gap (alpha / beta) ... 7.614 / 7.617 eV
Strongest force on any atom ... 5.0 eV/Å
Calculated total energy ... -17913.57538 eV
Highest occupied orbital energy (alpha / beta) ... -0.6113 / -0.6115 hartree

Each atom is followed by the atoms it is bonded to, with distances in Å.
Atoms and positions in Å:
1 S 1.11 1.44 -2.04  O3 1.517
2 O -0.48 -0.34 1.21  N4 1.150
3 O 0.83 0.34 -1.03  S1 1.517, H6 1.055
4 N -0.41 -1.08 2.08  O2 1.150, N5 1.093
5 N -0.44 -1.87 2.84  N4 1.093
6 H 0.06 0.15 -0.33  O3 1.055

Formally, the Mulliken partial charges of the atoms, in units of the elementary charge, are as follows:
1 S 0.68
2 O -0.68
3 O -0.22
4 N 0.86
5 N -0.20
6 H 0.56


Question: Which of these has the highest charge?
Answer: HN2O2S